The following is a DFT calculation (ωB97M-V/def2-TZVPD) of C17H23AlF3IN as an isolated structure at a distorted geometry.

The geometry in XYZ format:
```
46
Properties=species:S:1:pos:R:3:lowdin_charge:R:1
C 5.01230 0.24701 0.46451 -0.076
C 3.66230 0.93535 0.38113 -0.284
C 3.54003 2.27591 0.07552 -0.084
C 2.28026 2.82850 0.05614 -0.108
C 1.13659 2.11673 0.33484 -0.085
C 1.24299 0.76256 0.61868 -0.293
C 0.04125 -0.14181 0.90373 -0.171
Al -1.71769 0.41929 -0.01932 0.351
C -2.15674 -0.87035 -1.54271 -0.265
C -0.93463 -1.31346 -2.38185 -0.405
C 0.03412 -0.16141 -2.74801 -0.620
I 0.03507 0.16644 -4.90390 0.639
C -3.20697 0.23976 1.37532 -0.249
C -4.14804 1.45529 1.55273 -0.236
C -5.05133 1.71577 0.38447 -0.202
F -6.40584 1.73661 0.66428 0.011
C -4.71596 1.93628 -0.91205 -0.336
F -3.96005 2.94689 -1.28719 0.119
F -5.17397 1.17079 -1.89464 0.125
C 2.51354 0.20754 0.64194 -0.043
H 5.02424 -0.36619 1.36946 0.061
H 5.20267 -0.42762 -0.37100 0.064
H 5.78650 1.01498 0.55358 0.064
H 4.41276 2.88967 -0.12633 0.099
H 2.18902 3.88875 -0.17516 0.097
H 0.17897 2.61864 0.32773 0.064
H 0.30271 -1.10305 0.43170 0.040
H -0.09168 -0.28789 1.98165 0.049
H -1.67463 1.89734 -0.64859 -0.024
H -2.98789 -0.50909 -2.16044 0.038
H -2.54153 -1.77983 -1.04922 0.042
H -1.31141 -1.72731 -3.32547 0.037
H -0.41563 -2.14344 -1.89284 0.087
H -0.24739 0.80360 -2.33292 0.001
H 1.04315 -0.44578 -2.45353 0.038
H -3.83945 -0.62215 1.11251 0.049
H -2.73824 0.00736 2.34263 0.036
H -3.61552 2.37559 1.83381 0.107
H -4.82337 1.23810 2.39517 0.101
H 2.59831 -0.85314 0.88611 0.061
C 2.35869 -4.53462 1.83459 -0.066
C 3.05077 -3.49465 1.08978 -0.241
N 3.59684 -2.67040 0.50752 0.167
H 1.37573 -4.73199 1.40872 0.084
H 2.92168 -5.46718 1.82224 0.078
H 2.21743 -4.24338 2.87465 0.083
```

Output
LUMO = 2.40 eV
E = -1555.991032 Eh
orbital gap = 7.31 eV
2S+1 = 1
total charge = -1


The following is a DFT calculation (ωB97M-V/def2-TZVPD) of a 5-piece molecular cluster, C17H23BF4O16S overall at a distorted geometry.

The geometry in XYZ format:
```
62
Properties=species:S:1:pos:R:3:lowdin_charge:R:1
C -3.20820 -1.05291 0.51185 0.014
B -1.66275 -1.33994 0.57368 -0.465
O -1.11353 -2.29028 -0.24529 0.147
C -0.68576 -0.57743 1.58303 -0.236
C -1.17943 -0.75402 3.01066 -0.155
C -0.37896 0.07381 4.05336 -0.165
S 0.83706 1.09361 3.24158 0.595
O 1.13334 2.15940 4.13005 -0.268
O 1.97846 0.32034 2.86769 -0.278
O 0.14680 1.75231 1.99038 -0.186
C -0.64428 0.85560 1.14477 -0.134
H -3.43049 -0.28969 -0.22764 0.075
H -3.60527 -0.71242 1.45662 0.043
H -3.70686 -1.98179 0.26477 0.076
H -1.29415 -2.13794 -1.18753 0.098
H 0.28655 -1.04064 1.46574 0.134
H -1.11263 -1.80647 3.25760 0.125
H -2.22275 -0.49049 3.12197 0.110
H -1.04100 0.76430 4.55017 0.105
H 0.20166 -0.52976 4.73321 0.109
H -1.63320 1.27890 1.02144 0.135
H -0.18927 0.87445 0.16133 0.114
O -0.02865 1.12812 -2.61896 0.176
C 1.04416 0.63849 -2.49745 -0.570
O 1.35366 -0.29950 -1.57574 0.059
C 2.69240 -0.74969 -1.83062 -0.029
C 3.27093 0.41892 -2.59703 -0.303
F 4.18035 0.02536 -3.51628 0.085
O 2.12743 0.93839 -3.26398 0.134
H 2.65913 -1.65862 -2.43242 0.135
H 3.21688 -0.95785 -0.90259 0.141
H 3.70879 1.20142 -1.97579 0.175
O 2.03184 -4.77909 -3.67545 0.196
C 1.15602 -4.09914 -4.08020 -0.543
O 0.57820 -4.21485 -5.30021 0.080
C -0.52929 -3.31012 -5.35899 -0.044
C -0.15298 -2.29265 -4.30747 -0.309
F -1.24169 -1.77900 -3.67992 0.077
O 0.58498 -3.06877 -3.37885 0.112
H -1.44769 -3.83557 -5.09491 0.147
H -0.62928 -2.88455 -6.35320 0.142
H 0.46930 -1.47335 -4.67326 0.175
O 8.11743 -0.62229 2.89168 0.180
C 7.10787 -0.00684 2.85310 -0.554
O 6.05880 -0.18150 3.68928 0.076
C 5.09024 0.84437 3.41479 -0.044
C 5.43592 1.22019 1.99609 -0.317
F 5.20700 2.52941 1.73271 0.076
O 6.83112 0.97371 1.94244 0.127
H 5.23974 1.67869 4.10091 0.150
H 4.07772 0.47117 3.51831 0.103
H 4.93525 0.61630 1.23739 0.165
O -5.56283 0.59563 1.24924 0.174
C -5.76478 1.62066 0.69576 -0.542
O -4.92595 2.68713 0.72110 0.068
C -5.43539 3.67572 -0.18256 -0.048
C -6.89931 3.30356 -0.25759 -0.315
F -7.43170 3.56839 -1.47255 0.079
O -6.86590 1.90077 -0.05629 0.137
H -4.94797 3.57040 -1.15227 0.146
H -5.26286 4.67677 0.20167 0.140
H -7.52424 3.76088 0.51066 0.174
```

Output
energy relative to the best compared isomer or geometry (same formula, charge and spin) = 13.8 kcal/mol
LUMO = 0.26 eV
E = -2688.020250 Eh
orbital gap = 10.58 eV
2S+1 = 1
SMILES = CB(O)[C@@H]1CCS(=O)(=O)OC1.O=C1OC[C@@H](F)O1.O=C1OC[C@@H](F)O1.O=C1OC[C@@H](F)O1.O=C1OC[C@@H](F)O1


The following is a DFT calculation (ωB97M-V/def2-TZVPD) of C17H23BrNO5Se2SnTe2 as an isolated structure.

The geometry in XYZ format:
```
52
Properties=species:S:1:pos:R:3:lowdin_charge:R:1
Sn 1.07238 0.29035 1.00792 0.965
Se 5.13612 -0.07042 -0.27151 -0.418
Te 4.97823 0.03653 2.20157 -0.033
Te 3.85596 2.35440 2.86572 0.055
Se 1.29705 2.24655 2.62019 -0.221
C 0.37545 3.83620 -2.07933 -0.010
C -0.07560 2.66451 -1.22640 -0.373
O 0.76611 1.80225 -0.97490 -0.112
C -1.44665 2.62538 -0.75986 -0.095
C -2.39483 3.54241 -1.25579 -0.055
C -3.69261 3.56462 -0.81699 -0.117
C -4.09674 2.64962 0.16712 -0.095
C -3.21135 1.73827 0.67269 -0.011
C -1.85557 1.68376 0.23650 -0.339
O -1.08730 0.79980 0.76390 -0.296
H 1.45268 3.76642 -2.20747 0.085
H 0.12888 4.78321 -1.60046 0.087
H -0.10403 3.80062 -3.05932 0.084
H -2.09667 4.24293 -2.02503 0.099
H -4.40135 4.27718 -1.21821 0.089
H -5.11846 2.66014 0.52885 0.098
H -3.51081 1.02161 1.42685 0.104
O 1.10270 -1.84524 -5.76392 0.065
C 1.24792 -1.72923 -4.42023 -0.317
C 1.86942 -0.64145 -3.82024 0.008
C 1.99410 -0.62334 -2.44259 -0.149
N 1.52693 -1.59777 -1.66561 0.026
C 0.95174 -2.61736 -2.25702 -0.719
Br 0.38309 -4.04405 -1.13179 0.773
C 0.76803 -2.75874 -3.61978 -0.055
H 1.51184 -1.08818 -6.19414 0.106
H 2.26987 0.16728 -4.42033 0.116
H 2.51341 0.18318 -1.94013 0.058
H 0.29232 -3.62134 -4.06137 0.108
C 1.39775 -1.48825 4.19193 -0.083
C -0.07766 -1.78321 4.02035 -0.282
O -0.45478 -1.62160 2.66265 -0.245
C -1.86248 -1.70567 2.49952 -0.288
C -2.22391 -2.10308 1.08398 -0.076
H 1.71352 -1.76466 5.19857 0.079
H 1.58253 -0.42266 4.04974 0.022
H 1.98571 -2.04469 3.46206 0.057
H -0.67947 -1.10917 4.64618 0.123
H -0.30338 -2.81499 4.32929 0.117
H -2.31111 -0.73770 2.75332 0.110
H -2.25902 -2.45763 3.19630 0.114
H -1.81859 -1.37730 0.38463 0.056
H -3.30969 -2.12304 0.97459 0.078
H -1.81621 -3.08611 0.85564 0.041
O 2.60624 -2.30730 1.15123 -0.249
H 3.28735 -2.08130 0.48516 -0.053
H 2.14092 -3.07174 0.79601 -0.030
```

Output
LUMO = 2.16 eV
E = -9219.919019 Eh
orbital gap = 5.61 eV
2S+1 = 1
total charge = -1


The following is a DFT calculation (ωB97M-V/def2-TZVPD) of C17H23CdN6SSbSe4 as an isolated structure at a distorted geometry.

The geometry in XYZ format:
```
53
Properties=species:S:1:pos:R:3:lowdin_charge:R:1
Cd 0.80961 0.93134 0.45558 1.088
C 0.83807 -1.96045 4.21979 -0.003
C 0.57679 -1.28031 2.90753 -0.255
N 1.27970 -0.27556 2.44196 -0.045
N 2.23737 0.27724 3.25358 -0.075
C 2.53260 1.58679 3.12509 -0.876
N 3.65337 2.06809 3.70049 0.087
S 1.55850 2.61877 2.18039 0.477
C -0.48348 -1.71369 2.01594 -0.210
C -1.56429 -2.49666 2.45855 0.003
C -2.51084 -2.90125 1.49245 -0.082
C -2.39400 -2.49854 0.19749 -0.075
C -1.37359 -1.59122 -0.14693 -0.139
N -0.55967 -1.14477 0.78073 0.054
H 1.90797 -1.95113 4.36779 0.051
H 0.32009 -1.45722 5.04336 0.093
H 0.42665 -2.97139 4.13738 0.078
H 2.94536 -0.46058 3.58530 -0.078
H 4.24159 1.41659 4.23451 0.039
H 3.76194 3.07173 3.71666 0.083
H -1.54146 -2.94864 3.41605 0.088
H -3.30850 -3.57908 1.84606 0.109
H -3.08592 -2.93963 -0.56994 0.115
H -1.31315 -1.16339 -1.13080 0.064
Se 4.97103 -1.16669 3.52227 -0.314
Sb 5.41608 -2.82383 1.62110 0.130
Se 3.27125 -0.45785 -0.67694 -0.469
Se 3.14886 -2.59756 0.25582 -0.547
Se 3.61215 -4.82201 1.84730 -0.576
C -1.72239 -1.34092 -6.14547 -0.095
C -1.03772 -1.90798 -4.87157 -0.251
C -0.78615 -0.92969 -3.90817 -0.266
N -0.67006 -0.06539 -3.15976 0.204
H -2.04809 -2.13330 -6.80875 0.057
H -1.06895 -0.69177 -6.69523 0.063
H -2.63383 -0.76873 -5.81536 0.094
H -0.02930 -2.44633 -5.10362 0.154
H -1.64348 -2.70420 -4.42140 0.112
C 1.21280 3.52894 -1.86469 -0.108
C -0.21271 3.41300 -1.46340 -0.440
C -1.26043 4.32874 -1.93460 -0.127
C -2.44885 3.81044 -1.43546 -0.132
C -2.07485 2.59383 -0.71885 -0.444
C -2.97462 1.65382 0.00889 -0.088
N -0.74508 2.39722 -0.76574 -0.030
H 1.28329 4.21053 -2.70484 0.050
H 1.68463 2.56106 -2.21462 0.068
H 1.82935 3.92373 -1.03942 0.052
H -1.11997 5.30984 -2.44181 0.074
H -3.48028 4.22159 -1.46922 0.071
H -2.67685 1.76666 1.09108 0.074
H -2.73297 0.59455 -0.27646 0.044
H -4.01752 1.90527 -0.14011 0.053
```

Output
energy relative to the best compared isomer or geometry (same formula, charge and spin) = 39.3 kcal/mol
LUMO = 3.86 eV
E = -11402.075217 Eh
orbital gap = 3.98 eV
2S+1 = 1
total charge = -2


Question: Look up the LUMO of the first one.
Answer: 2.40 eV